Entry 1:
{
  "formula": "C3H11NO2S2",
  "method": "ωB97M-V/def2-TZVPD",
  "symbols": ["N", "C", "C", "O", "C", "S", "S", "H", "H", "H", "H", "H", "H", "H", "H", "H", "H", "H", "O"],
  "positions_angstrom": [[-1.25, 0.76, -1.56], [-0.29, 0.09, -0.63], [-0.83, -1.26, -0.11], [-2.23, -1.12, 0.25], [1.23, -0.22, -1.17], [2.05, 1.36, -1.55], [2.79, 2.21, 0.15], [-2.14, 0.11, -1.59], [-1.01, 0.71, -2.57], [-0.17, 0.77, 0.25], [-0.89, -2.04, -0.89], [-0.38, -1.72, 0.75], [-2.14, -0.95, 1.20], [1.01, -0.67, -2.14], [1.71, -0.95, -0.41], [1.54, 2.59, 0.64], [0.96, -0.39, 3.32], [-0.37, 0.54, 3.38], [0.39, 0.18, 2.69]],
  "nbo_charge": [-0.84, -0.07, -0.09, -0.73, -0.56, 0.09, -0.13, 0.37, 0.35, 0.19, 0.17, 0.18, 0.46, 0.22, 0.24, 0.14, 0.48, 0.48, -0.95],
  "largest_force_ev_per_a": 4.560,
  "energy_ha": -1122.4515,
  "de_lowest_kcal_mol": 35.3,
  "gap_ha": 0.3222,
  "lumo_energy_ev": 0.12,
  "homo_energy_ha": -0.3179,
  "mol_weight_g_mol": 157.26
}

---

Entry 2:
{
  "formula": "C3H11NO2S2",
  "method": "ωB97M-V/def2-TZVPD",
  "symbols": ["N", "C", "C", "O", "C", "S", "S", "H", "H", "H", "H", "H", "H", "H", "H", "H", "H", "H", "O"],
  "positions_angstrom": [[0.82, 0.15, -1.85], [0.57, -0.27, -0.42], [-0.77, -1.12, -0.40], [-0.50, -2.50, -1.34], [0.61, 0.94, 0.58], [0.30, 0.46, 2.19], [-1.72, 1.95, -2.21], [0.31, 0.98, -2.07], [0.40, -0.69, -2.41], [1.39, -0.95, -0.14], [-1.14, -1.47, -1.51], [-1.70, -0.50, -0.37], [-0.71, -1.82, 0.48], [1.57, 1.44, 0.42], [-0.18, 1.73, 0.35], [-2.22, 0.70, -2.32], [2.17, -1.71, 4.20], [1.48, -0.93, 3.06], [2.14, -1.73, 3.24]],
  "nbo_charge": [-0.76, -0.07, -0.38, -0.63, -0.66, 0.14, -0.30, 0.37, 0.38, 0.24, 0.45, 0.26, 0.29, 0.26, 0.31, 0.10, 0.47, 0.43, -0.92],
  "largest_force_ev_per_a": 5.887,
  "energy_ha": -1122.1484,
  "de_lowest_kcal_mol": 225.5,
  "gap_ha": 0.1292,
  "lumo_energy_ev": -5.17,
  "homo_energy_ha": -0.3190,
  "mol_weight_g_mol": 157.26
}

---

Entry 3:
{
  "formula": "C3H11NO3",
  "method": "ωB97M-V/def2-TZVPD",
  "symbols": ["C", "C", "C", "N", "O", "H", "H", "H", "H", "H", "H", "H", "H", "H", "O", "H", "H", "O"],
  "positions_angstrom": [[1.94, -0.41, 1.02], [0.41, -0.44, 1.11], [-0.31, 0.51, 0.19], [-0.39, 1.80, 0.67], [-0.69, 0.28, -0.94], [2.29, -0.90, 0.13], [2.33, 0.60, 1.17], [2.29, -0.92, 1.92], [-0.05, -0.43, 2.10], [0.08, -1.45, 0.83], [-0.06, 2.05, 1.57], [-0.85, 2.48, 0.08], [0.30, -0.03, -3.46], [1.24, -0.53, -2.35], [1.19, -0.25, -3.24], [-2.89, -1.52, -0.22], [-3.33, -0.03, -0.57], [-3.50, -0.81, -0.03]],
  "nbo_charge": [-0.60, -0.52, 0.69, -0.82, -0.65, 0.22, 0.21, 0.22, 0.23, 0.23, 0.39, 0.41, 0.48, 0.47, -0.95, 0.48, 0.48, -0.96],
  "largest_force_ev_per_a": 2.252,
  "energy_ha": -401.3904,
  "de_lowest_kcal_mol": 14.2,
  "gap_ha": 0.4014,
  "lumo_energy_ev": 0.62,
  "homo_energy_ha": -0.3786,
  "mol_weight_g_mol": 109.12
}

---

Entry 4:
{
  "formula": "C3H11NO3",
  "method": "ωB97M-V/def2-TZVPD",
  "symbols": ["C", "O", "C", "C", "O", "N", "H", "H", "H", "H", "H", "H", "H", "H", "H", "H", "H", "O"],
  "positions_angstrom": [[-0.08, -0.95, 1.19], [-0.64, -1.21, -0.14], [1.20, 0.02, 0.93], [0.58, 1.29, 0.41], [1.44, 2.35, 0.10], [1.94, 0.04, 2.17], [-0.84, -0.49, 1.87], [0.36, -1.77, 1.72], [-0.84, -0.47, -0.61], [1.73, -0.41, 0.00], [-0.27, 1.72, 1.20], [0.18, 1.03, -0.62], [1.98, 2.69, 0.94], [1.73, 0.70, 2.85], [2.85, -0.26, 2.06], [-3.27, -1.06, -4.11], [-4.02, -1.98, -5.24], [-4.02, -1.24, -4.75]],
  "nbo_charge": [-0.07, -0.74, -0.11, -0.06, -0.72, -0.87, 0.16, 0.20, 0.46, 0.21, 0.14, 0.18, 0.47, 0.37, 0.38, 0.49, 0.47, -0.96],
  "largest_force_ev_per_a": 6.551,
  "energy_ha": -401.2867,
  "de_lowest_kcal_mol": 79.3,
  "gap_ha": 0.3583,
  "lumo_energy_ev": 0.62,
  "homo_energy_ha": -0.3355,
  "mol_weight_g_mol": 109.12
}

---

Entry 5:
{
  "formula": "C3H11NO3",
  "method": "ωB97M-V/def2-TZVPD",
  "symbols": ["C", "C", "O", "N", "C", "O", "H", "H", "H", "H", "H", "H", "H", "H", "H", "H", "H", "O"],
  "positions_angstrom": [[-0.15, 1.42, 0.58], [-0.71, 0.26, 1.42], [0.11, -0.02, 2.51], [0.96, 1.30, -0.43], [0.71, 0.58, -1.64], [0.64, -0.78, -1.19], [-1.06, 1.83, 0.04], [0.26, 2.15, 1.33], [-0.86, -0.61, 0.82], [-1.67, 0.69, 1.82], [0.86, 0.54, 2.42], [1.76, 1.19, 0.14], [-0.30, 0.99, -1.98], [1.54, 0.61, -2.35], [0.89, -1.48, -1.81], [-1.60, -2.14, -0.17], [-0.53, -2.00, -1.27], [-1.45, -2.29, -1.10]],
  "nbo_charge": [-0.25, -0.08, -0.71, -0.64, 0.09, -0.77, 0.20, 0.19, 0.17, 0.16, 0.46, 0.37, 0.18, 0.18, 0.47, 0.46, 0.47, -0.95],
  "largest_force_ev_per_a": 2.832,
  "energy_ha": -401.3083,
  "de_lowest_kcal_mol": 65.8,
  "gap_ha": 0.3701,
  "lumo_energy_ev": 0.65,
  "homo_energy_ha": -0.3460,
  "mol_weight_g_mol": 109.12
}

---

Entry 6:
{
  "formula": "C3H11NO3",
  "method": "ωB97M-V/def2-TZVPD",
  "symbols": ["C", "C", "N", "C", "O", "H", "H", "H", "H", "H", "H", "H", "H", "H", "O", "H", "H", "O"],
  "positions_angstrom": [[0.15, -1.83, -0.47], [0.83, -0.54, -0.85], [-0.07, 0.44, -1.12], [-1.54, 0.38, -0.89], [2.05, -0.39, -0.72], [0.87, -2.65, -0.27], [-0.38, -1.57, 0.43], [-0.39, -2.22, -1.36], [0.33, 1.30, -1.50], [-1.97, 1.32, -1.22], [-1.67, 0.25, 0.18], [-2.07, -0.52, -1.35], [-0.99, 0.43, 2.86], [0.18, 0.58, 1.66], [-0.66, 0.37, 1.99], [1.75, 0.94, 0.31], [2.07, 2.21, 1.24], [1.51, 1.46, 1.09]],
  "nbo_charge": [-0.74, 0.69, -0.62, -0.44, -0.66, 0.24, 0.26, 0.23, 0.40, 0.21, 0.25, 0.20, 0.49, 0.52, -1.02, 0.50, 0.49, -1.00],
  "largest_force_ev_per_a": 3.730,
  "energy_ha": -401.3692,
  "de_lowest_kcal_mol": 27.5,
  "gap_ha": 0.3875,
  "lumo_energy_ev": 0.82,
  "homo_energy_ha": -0.3574,
  "mol_weight_g_mol": 109.12
}

---

Entry 7:
{
  "formula": "C3H11NO3",
  "method": "ωB97M-V/def2-TZVPD",
  "symbols": ["C", "O", "C", "C", "O", "N", "H", "H", "H", "H", "H", "H", "H", "H", "H", "H", "H", "O"],
  "positions_angstrom": [[-0.06, -0.92, 1.14], [-0.45, -1.36, -0.14], [1.19, -0.02, 1.06], [0.70, 1.35, 0.58], [1.79, 2.23, 0.32], [1.73, 0.05, 2.42], [-0.76, -0.39, 1.80], [0.18, -1.77, 1.78], [-1.19, -0.88, -0.52], [1.94, -0.37, 0.36], [-0.01, 1.74, 1.32], [0.22, 1.28, -0.39], [2.12, 2.60, 1.15], [1.37, 0.84, 2.95], [2.74, 0.08, 2.40], [-3.55, -1.35, -3.83], [-3.97, -1.63, -5.44], [-4.11, -1.23, -4.59]],
  "nbo_charge": [-0.07, -0.72, -0.10, -0.07, -0.72, -0.85, 0.16, 0.19, 0.47, 0.21, 0.15, 0.18, 0.46, 0.35, 0.37, 0.49, 0.49, -0.99],
  "largest_force_ev_per_a": 2.225,
  "energy_ha": -401.3349,
  "de_lowest_kcal_mol": 49.1,
  "gap_ha": 0.3600,
  "lumo_energy_ev": 0.48,
  "homo_energy_ha": -0.3424,
  "mol_weight_g_mol": 109.12
}

---

Entry 8:
{
  "formula": "C3H11NO3",
  "method": "ωB97M-V/def2-TZVPD",
  "symbols": ["C", "C", "C", "N", "H", "H", "H", "H", "H", "H", "H", "O", "H", "H", "O", "H", "H", "O"],
  "positions_angstrom": [[0.69, 2.38, 0.07], [1.60, 1.46, 0.38], [-1.20, 1.33, 0.94], [-0.65, 2.42, 0.62], [0.84, 3.28, -0.52], [1.22, 0.56, 0.84], [2.67, 1.56, 0.33], [-2.23, 1.44, 1.31], [-0.90, 0.28, 1.04], [3.84, -3.21, 1.79], [3.09, -2.26, 2.77], [3.01, -3.03, 2.22], [-3.73, 0.89, -2.90], [-2.82, 0.39, -1.71], [-3.70, 0.35, -2.10], [-0.04, -2.75, -2.21], [-1.26, -2.78, -1.40], [-0.44, -2.31, -1.45]],
  "nbo_charge": [-0.05, -0.42, -0.05, -0.41, 0.19, 0.19, 0.21, 0.16, 0.16, 0.47, 0.47, -0.94, 0.47, 0.48, -0.95, 0.47, 0.47, -0.93],
  "largest_force_ev_per_a": 2.299,
  "energy_ha": -401.2918,
  "de_lowest_kcal_mol": 76.1,
  "gap_ha": 0.3677,
  "lumo_energy_ev": 0.56,
  "homo_energy_ha": -0.3471,
  "mol_weight_g_mol": 109.12
}

---

Entry 9:
{
  "formula": "C3H11NO3S",
  "method": "ωB97M-V/def2-TZVPD",
  "symbols": ["O", "C", "N", "C", "C", "S", "H", "H", "H", "H", "H", "H", "H", "H", "H", "O", "H", "H", "O"],
  "positions_angstrom": [[2.35, 1.62, 0.01], [1.46, 0.84, -0.26], [0.17, 0.99, 0.13], [-0.85, -0.02, -0.16], [-1.07, -1.06, 0.94], [0.47, -1.76, 1.58], [1.58, -0.05, -0.88], [-0.10, 1.58, 0.89], [-0.60, -0.54, -1.08], [-1.73, 0.54, -0.46], [-1.52, -1.94, 0.48], [-1.78, -0.75, 1.70], [0.73, -1.09, 2.71], [-4.79, 0.13, -1.48], [-6.26, 0.36, -1.11], [-5.37, 0.38, -0.73], [5.80, 0.87, -0.24], [5.38, -0.31, -1.15], [6.13, 0.23, -0.88]],
  "lowdin_spin": [0.01, 0.02, 0.01, 0.12, 0.07, 0.08, 0.01, 0.01, 0.04, 0.06, 0.04, 0.02, 0.01, 0.13, 0.07, 0.31, 0.00, 0.00, 0.00],
  "largest_force_ev_per_a": 1.200,
  "charge": -1,
  "energy_ha": -799.5275,
  "de_lowest_kcal_mol": 19.2,
  "gap_ha": [0.0727, 0.3434],
  "lumo_energy_ev": [2.71, 2.65],
  "homo_energy_ha": [0.0269, -0.2460],
  "spin_multiplicity": 2,
  "mol_weight_g_mol": 141.19
}

---

Entry 10:
{
  "formula": "C3H11NO3S",
  "method": "ωB97M-V/def2-TZVPD",
  "symbols": ["C", "C", "S", "N", "C", "O", "H", "H", "H", "H", "H", "H", "H", "H", "H", "O", "H", "H", "O"],
  "positions_angstrom": [[-1.76, -1.02, 1.20], [-2.49, -1.22, -0.12], [-4.31, -1.33, 0.04], [-0.28, -1.01, 1.12], [0.34, 0.29, 0.81], [1.60, 0.10, 0.33], [-2.20, -0.14, 1.65], [-2.05, -1.82, 1.87], [-2.11, -2.11, -0.65], [-2.20, -0.46, -0.87], [-0.06, -1.64, 0.36], [0.26, 0.89, 1.75], [-0.30, 0.84, 0.08], [2.81, 1.34, -2.01], [3.72, 0.17, -1.91], [3.45, 0.83, -2.56], [1.98, 1.16, -0.21], [1.51, 2.88, -0.23], [2.10, 2.26, -0.66]],
  "nbo_charge": [-0.25, -0.53, -0.77, -0.66, 0.14, -0.88, 0.18, 0.17, 0.16, 0.18, 0.34, 0.08, 0.09, 0.52, 0.46, -1.00, 0.49, 0.45, -1.16],
  "largest_force_ev_per_a": 1.389,
  "charge": -2,
  "energy_ha": -799.5297,
  "de_lowest_kcal_mol": 13.2,
  "gap_ha": 0.2176,
  "lumo_energy_ev": 5.93,
  "homo_energy_ha": 0.0003,
  "mol_weight_g_mol": 141.19
}